No. 1
{
  "formula": "C5H6O2",
  "method": "the ωB97M-V functional and the def2-TZVPD basis",
  "e_above_lowest_kcal_mol": 57.0,
  "orbital_gap_ev": 9.86,
  "lumo_energy_ev": 0.275,
  "symbols": ["O", "C", "C", "C", "C", "C", "O", "H", "H", "H", "H", "H", "H"],
  "coordinates": [[-2.481, -0.030, 0.501], [-1.574, 0.917, -0.016], [-0.155, 0.325, -0.188], [0.622, -0.542, 0.803], [1.849, -0.623, -0.151], [0.873, 0.016, -1.112], [0.503, -1.400, 1.657], [-2.096, -0.382, 1.316], [-1.512, 1.811, 0.628], [-1.950, 1.231, -0.992], [2.159, -1.648, -0.419], [2.751, -0.061, 0.124], [1.009, 0.386, -2.151]],
  "forces_ev_per_a": [[0.31, -0.06, 0.20], [1.23, -0.06, -0.65], [1.46, -1.34, -0.50], [1.61, -2.60, -0.32], [-0.09, 0.15, -0.58], [-1.97, 2.70, 1.04], [-1.44, 1.80, 0.14], [-0.17, -0.07, -0.11], [0.07, -0.25, -0.16], [-0.04, 0.01, 0.10], [-0.26, 0.31, 0.28], [-0.41, 0.15, -0.11], [-0.30, -0.72, 0.67]]
}



No. 2
{
  "formula": "C5H6O2",
  "method": "the ωB97M-V functional and the def2-TZVPD basis",
  "e_above_lowest_kcal_mol": 103.8,
  "orbital_gap_ev": 10.79,
  "lumo_energy_ev": 1.068,
  "symbols": ["C", "C", "O", "C", "C", "O", "C", "H", "H", "H", "H", "H", "H"],
  "coordinates": [[1.737, -0.149, -0.340], [0.299, 0.164, -0.123], [-0.285, 1.337, -0.722], [-1.436, 0.694, -0.125], [-0.937, -0.762, -0.324], [-0.983, -1.142, 1.080], [-0.611, 0.239, 1.132], [2.384, 0.607, 0.111], [1.928, -0.184, -1.419], [1.955, -1.130, 0.095], [-2.405, 1.135, -0.390], [-1.221, -1.549, -1.020], [-0.434, 0.740, 2.081]],
  "forces_ev_per_a": [[0.00, 0.03, 0.05], [0.53, -0.24, -0.01], [-0.08, -0.17, -0.61], [-0.42, 0.01, 0.01], [-0.07, -0.35, -0.39], [-0.40, 0.11, -0.02], [0.11, 0.55, 0.39], [-0.06, -0.10, -0.04], [0.01, -0.03, 0.20], [0.05, 0.15, -0.05], [0.19, -0.13, 0.66], [0.20, 0.23, -0.24], [-0.08, -0.06, 0.02]]
}



No. 3
{
  "formula": "C5H6O2",
  "method": "the ωB97M-V functional and the def2-TZVPD basis",
  "e_above_lowest_kcal_mol": 62.6,
  "orbital_gap_ev": 10.49,
  "lumo_energy_ev": 0.858,
  "symbols": ["C", "C", "C", "C", "C", "H", "H", "H", "H", "H", "H", "O", "O"],
  "coordinates": [[-0.293, -1.181, 0.800], [0.435, -0.967, -0.473], [-0.256, 0.254, -1.098], [-0.411, 1.135, 0.088], [0.367, 0.208, 1.086], [0.700, -1.778, -1.209], [0.671, 0.563, -1.816], [-1.249, 0.064, -1.609], [0.100, 2.170, -0.167], [-1.391, 1.385, 0.429], [0.625, 0.624, 2.150], [-0.769, -2.080, 1.465], [1.470, -0.395, 0.355]],
  "forces_ev_per_a": [[-0.57, -1.23, 2.60], [-0.52, -2.01, -2.28], [1.40, -0.68, -3.19], [3.01, 2.56, 0.43], [-0.39, 1.52, 2.84], [0.08, 0.78, 1.07], [-2.81, -0.01, 1.16], [1.51, -0.04, 0.10], [-0.79, -1.96, 1.03], [-0.77, -0.26, 0.15], [-0.38, -1.00, -2.09], [0.52, 1.55, -1.37], [-0.30, 0.77, -0.45]]
}



No. 4
{
  "formula": "C5H6O2",
  "method": "the ωB97M-V functional and the def2-TZVPD basis",
  "e_above_lowest_kcal_mol": 56.8,
  "orbital_gap_ev": 10.17,
  "lumo_energy_ev": 0.722,
  "symbols": ["O", "C", "C", "C", "C", "C", "O", "H", "H", "H", "H", "H", "H"],
  "coordinates": [[1.581, 0.412, -0.227], [-0.382, -1.477, -2.206], [-0.137, -0.871, -1.073], [0.333, -0.191, -0.053], [-0.331, 0.137, 1.265], [-0.440, 1.653, 1.338], [0.212, 2.313, 2.103], [2.233, -0.146, 0.220], [-0.096, -2.524, -2.350], [-0.793, -0.922, -3.056], [0.295, -0.211, 2.105], [-1.336, -0.299, 1.333], [-1.139, 2.127, 0.601]],
  "forces_ev_per_a": [[0.08, -0.29, 0.27], [0.16, 0.15, 0.17], [0.15, 0.05, -0.18], [-0.27, -0.17, -0.27], [0.03, -0.01, -0.17], [0.17, 0.10, 0.17], [-0.33, -0.02, -0.21], [0.03, 0.24, -0.04], [-0.25, 0.32, 0.02], [0.00, -0.30, 0.34], [-0.27, 0.16, -0.28], [0.26, -0.02, -0.10], [0.26, -0.20, 0.29]]
}



No. 5
{
  "formula": "C5H6O2",
  "method": "the ωB97M-V functional and the def2-TZVPD basis",
  "e_above_lowest_kcal_mol": 49.7,
  "orbital_gap_ev": 10.95,
  "lumo_energy_ev": 0.751,
  "symbols": ["C", "C", "C", "C", "C", "O", "O", "H", "H", "H", "H", "H", "H"],
  "coordinates": [[-1.520, -0.685, -0.006], [-0.243, 0.034, 0.264], [0.158, 1.442, 0.053], [0.993, 0.345, -0.620], [1.574, -0.572, 0.340], [2.421, -1.381, 0.099], [0.579, -0.575, 1.300], [-2.158, -0.652, 0.883], [-1.307, -1.733, -0.241], [-2.045, -0.223, -0.845], [0.572, 2.012, 0.889], [-0.517, 2.008, -0.589], [1.492, -0.019, -1.526]],
  "forces_ev_per_a": [[0.02, 0.05, -0.08], [-0.29, -0.02, -0.19], [0.13, -0.06, -0.05], [0.28, -0.24, 0.19], [0.71, -0.65, 0.04], [0.12, 0.01, 1.15], [0.06, -0.12, 0.08], [0.08, 0.03, -0.15], [-0.06, 0.17, 0.03], [0.01, -0.06, 0.08], [-0.01, -0.21, -0.29], [0.29, -0.18, -0.04], [-1.34, 1.28, -0.78]]
}



No. 6
{
  "formula": "C5H6O2",
  "method": "the ωB97M-V functional and the def2-TZVPD basis",
  "e_above_lowest_kcal_mol": 55.8,
  "orbital_gap_ev": 10.70,
  "lumo_energy_ev": 0.760,
  "symbols": ["O", "C", "C", "C", "C", "C", "O", "H", "H", "H", "H", "H", "H"],
  "coordinates": [[2.345, 0.861, -1.161], [2.316, -0.057, -0.086], [0.940, -0.319, 0.364], [-0.225, -0.409, 0.665], [-1.682, -0.445, 0.794], [-2.235, 0.110, -0.514], [-3.015, 1.026, -0.577], [1.775, 1.602, -0.921], [2.923, 0.291, 0.763], [2.775, -0.978, -0.459], [-2.054, 0.164, 1.623], [-2.038, -1.475, 0.933], [-1.825, -0.373, -1.424]],
  "forces_ev_per_a": [[-0.07, 0.22, 0.02], [0.04, -0.30, 0.22], [-0.50, 0.03, 0.12], [0.57, 0.02, -0.16], [-0.02, 0.06, 0.07], [-0.35, 0.33, -0.03], [0.34, -0.47, 0.05], [0.11, -0.05, -0.10], [-0.12, -0.03, -0.13], [-0.07, 0.10, 0.08], [0.10, -0.08, -0.10], [0.07, 0.13, -0.08], [-0.10, 0.04, 0.05]]
}



No. 7
{
  "formula": "C5H6O2",
  "method": "the ωB97M-V functional and the def2-TZVPD basis",
  "e_above_lowest_kcal_mol": 122.8,
  "orbital_gap_ev": 10.08,
  "lumo_energy_ev": 0.484,
  "symbols": ["C", "C", "O", "C", "O", "C", "C", "H", "H", "H", "H", "H", "H"],
  "coordinates": [[-1.346, 1.060, 0.161], [-0.576, -0.238, 0.298], [-1.365, -1.294, -0.194], [0.731, -0.217, -0.478], [1.306, -1.367, -0.731], [1.586, 0.950, -0.690], [2.323, -0.073, -0.271], [-2.310, 0.966, 0.669], [-1.524, 1.282, -0.895], [-0.782, 1.887, 0.598], [-0.307, -0.409, 1.356], [-0.802, -2.081, -0.236], [3.065, -0.466, 0.411]],
  "forces_ev_per_a": [[-0.03, 0.06, 0.00], [0.04, 0.26, 0.04], [0.10, -0.25, 0.01], [-0.40, -0.08, 0.12], [0.00, 0.18, -0.08], [0.20, -0.45, 0.09], [0.28, 0.32, 0.08], [0.14, 0.00, -0.05], [0.02, -0.03, 0.13], [-0.08, -0.12, -0.07], [0.01, 0.03, -0.16], [-0.15, 0.06, -0.01], [-0.12, 0.02, -0.10]]
}



No. 8
{
  "formula": "C5H6O2",
  "method": "the ωB97M-V functional and the def2-TZVPD basis",
  "e_above_lowest_kcal_mol": 71.6,
  "orbital_gap_ev": 10.36,
  "lumo_energy_ev": 0.985,
  "symbols": ["O", "C", "C", "O", "C", "C", "C", "H", "H", "H", "H", "H", "H"],
  "coordinates": [[-0.779, -1.783, -0.010], [-0.207, -0.477, 0.081], [-1.183, 0.413, -0.695], [-0.971, -0.385, -1.889], [-0.130, -1.232, -1.164], [1.141, 1.172, 1.277], [0.775, -0.095, 1.104], [-0.870, 1.450, -0.843], [-2.224, 0.342, -0.375], [0.565, -1.850, -1.725], [0.680, 1.976, 0.706], [1.925, 1.451, 1.974], [1.232, -0.906, 1.668]],
  "forces_ev_per_a": [[0.04, -0.13, -0.43], [0.21, 0.41, 0.05], [-0.17, 0.29, 0.15], [-0.24, -0.20, -0.07], [0.12, -0.38, -0.08], [-0.03, -0.10, 0.03], [0.06, 0.14, -0.03], [-0.02, -0.18, -0.10], [0.13, 0.13, 0.14], [0.00, 0.11, 0.34], [0.12, -0.14, 0.12], [-0.15, -0.07, -0.02], [-0.06, 0.12, -0.10]]
}



No. 9
{
  "formula": "C5H6O2",
  "method": "the ωB97M-V functional and the def2-TZVPD basis",
  "e_above_lowest_kcal_mol": 55.5,
  "orbital_gap_ev": 10.66,
  "lumo_energy_ev": 0.508,
  "symbols": ["O", "C", "C", "C", "O", "C", "C", "H", "H", "H", "H", "H", "H"],
  "coordinates": [[-2.282, -0.374, 0.102], [-0.968, -0.810, 0.300], [0.051, 0.108, -0.430], [-0.014, 1.483, 0.220], [-1.035, 2.133, 0.245], [1.412, -0.432, -0.419], [2.539, -0.850, -0.379], [-2.294, 0.590, 0.227], [-0.699, -0.870, 1.368], [-0.886, -1.814, -0.123], [-0.309, 0.216, -1.462], [0.906, 1.848, 0.718], [3.538, -1.234, -0.362]],
  "forces_ev_per_a": [[-0.08, 0.17, 0.02], [0.27, -0.18, 0.02], [0.02, 0.04, -0.08], [-0.31, 0.26, 0.06], [0.50, -0.28, 0.00], [0.29, -0.11, 0.06], [-0.28, 0.07, -0.02], [-0.10, -0.15, -0.01], [-0.07, 0.04, -0.17], [0.01, 0.09, 0.08], [0.07, -0.01, 0.13], [-0.08, -0.03, -0.09], [-0.25, 0.10, 0.00]]
}



no.,highest occupied orbital energy (eV)
1,-9.58
2,-9.72
3,-9.63
4,-9.45
5,-10.20
6,-9.94
7,-9.60
8,-9.37
9,-10.16